Molecular formula: C3H9N
Method: DFT, ωB97M-V/def2-TZVPD

Each line ends with the natural charge from an NBO analysis.
Positions of all 13 atoms, in Å:
N1 -0.1172 -0.0607 -0.4312  -0.4363
C1 0.0666 -1.3855 0.2070  -0.4171
C2 -1.1797 0.6678 0.1753  -0.4116
C3 1.1100 0.6878 -0.4751  -0.4125
H1 0.2720 -1.2838 1.3030  0.1619
H2 -1.4128 1.5656 -0.4644  0.1976
H3 -0.8674 -1.9275 0.0382  0.2006
H4 0.9141 -1.9428 -0.2175  0.2017
H5 0.9367 1.6087 -1.0262  0.1982
H6 1.4595 0.9261 0.5452  0.1609
H7 -2.0591 0.0006 0.2265  0.2005
H8 1.8232 0.0727 -1.0795  0.2007
H9 -0.9460 1.0708 1.1987  0.1555

Results
energy relative to the best compared isomer or geometry (same formula, charge and spin): 16.8 kcal per mole
Kohn-Sham gap: 9.6 eV
total energy: -174.42625 hartree
lowest unoccupied orbital energy: 1.18 eV
HOMO: -0.311 Eh